i.
Molecular formula: C4H16NO2
Method: DFT, ωB97M-V/def2-TZVPD

The geometry in XYZ format:
```
23
C4H16NO2, DFT ωB97M-V/def2-TZVPD
C 0.43 -0.71 1.64
C -0.10 0.67 1.29
N -0.85 0.72 -0.07
C -2.18 -0.09 -0.11
C -2.64 0.20 -1.56
H 0.91 -0.72 2.58
H 1.23 -0.95 0.89
H -0.33 -1.47 1.74
H -0.95 1.02 1.88
H 0.68 1.50 1.32
H -0.08 0.41 -0.65
H -1.07 1.72 -0.24
H -2.78 0.31 0.70
H -1.88 -1.17 0.10
H -2.23 -0.45 -2.42
H -3.69 -0.02 -1.70
H -2.56 1.26 -1.75
H 3.91 -1.63 0.57
H 3.92 -1.59 -0.98
O 3.38 -1.33 -0.25
H 2.45 1.41 -1.35
H 2.56 0.21 -0.54
O 1.88 0.70 -1.09
```

Gap between HOMO and LUMO   12.496 eV
Multiplicity   1
Charge   +1

Here are the Mulliken charges for atoms 1 to 6, given in e: -0.9918 -0.4676 -0.2028 -0.2303 -1.1277 0.3925

ii.
Molecular formula: C4H16NO2
Method: DFT, ωB97M-V/def2-TZVPD

The geometry in XYZ format:
```
23
C4H16NO2, DFT ωB97M-V/def2-TZVPD
C 0.21 -0.42 -0.81
C 1.23 0.58 -0.28
C 2.13 -0.02 0.82
C 1.44 -0.12 2.17
N -1.00 0.33 -1.39
H -0.20 -1.05 -0.03
H 0.61 -0.98 -1.64
H 0.69 1.40 0.19
H 1.83 1.00 -1.09
H 3.00 0.62 0.90
H 2.47 -1.01 0.51
H 0.51 -0.70 2.14
H 2.13 -0.56 2.89
H 1.21 0.88 2.54
H -1.56 0.67 -0.60
H -0.64 1.12 -1.91
H -1.55 -0.34 -1.94
H -2.51 2.50 0.93
H -1.44 1.88 1.84
O -1.68 2.00 0.91
H -2.88 -2.86 -2.51
H -1.70 -2.74 -1.55
O -2.31 -2.20 -2.08
```

Gap between HOMO and LUMO   12.312 eV
Multiplicity   1
Charge   +1

Here are the Mulliken charges for atoms 1 to 6, given in e: -0.6777 -0.5240 -0.5758 -1.1030 -0.1633 0.3519

iii.
Molecular formula: C4H16NO2
Method: DFT, ωB97M-V/def2-TZVPD

The geometry in XYZ format:
```
23
C4H16NO2, DFT ωB97M-V/def2-TZVPD
C 0.43 -1.33 -0.76
C -0.11 -1.73 0.59
C 0.16 -0.86 1.80
C -0.87 0.31 1.97
N 0.48 0.18 -1.10
H 1.46 -1.71 -0.86
H -0.16 -1.76 -1.57
H -1.20 -2.01 0.55
H 0.41 -2.67 0.82
H 0.02 -1.47 2.69
H 1.18 -0.47 1.80
H -0.52 1.04 1.23
H -0.79 0.75 2.96
H -1.88 0.05 1.73
H 1.30 0.17 -1.69
H 0.51 0.76 -0.23
H -0.35 0.44 -1.65
H -2.58 1.03 -2.70
H -1.71 1.53 -3.94
O -1.70 1.11 -3.08
H 2.67 2.18 0.15
H 1.42 2.63 0.82
O 1.84 1.83 0.47
```

Gap between HOMO and LUMO   11.818 eV
Multiplicity   1
Charge   +1

Here are the Mulliken charges for atoms 1 to 6, given in e: -0.5895 -0.4506 -0.4666 -1.0678 -0.0330 0.3647

Which of them is most stable, and which least? Most stable: ii; least stable: i.

i.
Molecular formula: C3H9S2
Method: DFT, ωB97M-V/def2-TZVPD

The geometry in XYZ format:
```
14
C3H9S2, DFT ωB97M-V/def2-TZVPD
C 0.75 -1.89 -1.03
C 0.15 -0.64 -0.36
S 1.25 0.77 -0.67
C 0.42 2.02 0.33
H 0.00 -2.68 -0.95
H 1.62 -2.26 -0.49
H 1.03 -1.67 -2.06
H 0.07 -0.74 0.72
H -0.84 -0.43 -0.75
H 0.38 1.80 1.39
H 1.02 2.92 0.12
H -0.58 2.19 -0.04
S -2.06 0.43 1.60
H -3.23 0.16 2.19
```

Gap between HOMO and LUMO   6.213 eV
Multiplicity   1
Charge   -1

Here are the Mulliken charges for atoms 1 to 6, given in e: -1.2043 -0.3057 -0.1718 -0.8038 0.3483 0.2947

ii.
Molecular formula: C3H9S2
Method: DFT, ωB97M-V/def2-TZVPD

The geometry in XYZ format:
```
14
C3H9S2, DFT ωB97M-V/def2-TZVPD
C -0.96 1.37 2.63
S 0.21 -0.05 2.24
H -1.58 1.38 1.73
H -1.49 1.28 3.59
H -0.39 2.27 2.81
C 1.30 -0.57 -1.66
C -0.16 -0.79 -2.03
S -0.99 -1.58 -0.64
H 1.85 0.01 -2.38
H 2.05 -1.33 -1.54
H 1.28 0.12 -0.69
H -0.57 0.23 -2.13
H -0.23 -1.31 -2.98
H -0.31 -1.04 1.06
```

Gap between HOMO and LUMO   6.795 eV
Multiplicity   1
Charge   -1

Here are the Mulliken charges for atoms 1 to 6, given in e: -0.6573 -0.4045 0.1902 0.2407 0.2222 -1.0294

iii.
Molecular formula: C3H9S2
Method: DFT, ωB97M-V/def2-TZVPD

The geometry in XYZ format:
```
14
C3H9S2, DFT ωB97M-V/def2-TZVPD
C -0.40 -2.96 -0.60
S 1.34 -2.48 -0.40
H -0.74 -3.73 0.11
H -0.74 -3.37 -1.54
H -0.99 -2.08 -0.38
C -0.44 1.98 1.50
S -0.36 2.58 -0.23
C 0.76 1.29 -0.86
H -1.14 1.16 1.54
H 0.55 1.61 1.77
H -0.86 2.81 2.05
H 0.40 0.28 -0.70
H 1.69 1.43 -0.33
H 0.93 1.47 -1.92
```

Gap between HOMO and LUMO   5.347 eV
Multiplicity   1
Charge   -1

Here are the Mulliken charges for atoms 1 to 6, given in e: -0.7887 -0.7236 0.2207 0.2264 0.1232 -0.7635

Which of them is most stable, and which least? Most stable: i; least stable: ii.

i.
Molecular formula: C2H2OS
Method: DFT, ωB97M-V/def2-TZVPD

The geometry in XYZ format:
```
6
C2H2OS, DFT ωB97M-V/def2-TZVPD
C 0.23 -1.13 -0.45
C 1.15 -0.26 0.26
O -0.30 -2.04 0.19
S 2.69 -0.12 0.02
H 0.24 -1.03 -1.52
H 0.85 0.28 1.78
```

Gap between HOMO and LUMO   7.744 eV
Multiplicity   1
Charge   0

Quick look at the Mulliken charges, all values in e: 0.1277 -0.1469 -0.3985 -0.1482 0.3277 0.2382

ii.
Molecular formula: C2H2OS
Method: DFT, ωB97M-V/def2-TZVPD

The geometry in XYZ format:
```
6
C2H2OS, DFT ωB97M-V/def2-TZVPD
C -1.35 1.38 1.77
C 0.70 -0.53 -0.74
O -1.49 0.87 0.74
S 0.96 -1.72 0.34
H -0.23 0.04 -0.76
H 1.41 -0.04 -1.34
```

Gap between HOMO and LUMO   8.461 eV
Multiplicity   1
Charge   0

Quick look at the Mulliken charges, all values in e: 0.1279 -0.3061 -0.1508 -0.1774 0.2297 0.2768

iii.
Molecular formula: C2H2OS
Method: DFT, ωB97M-V/def2-TZVPD

The geometry in XYZ format:
```
6
C2H2OS, DFT ωB97M-V/def2-TZVPD
C 0.08 0.40 -0.13
C -0.56 -0.23 0.88
O 0.82 -0.07 -1.34
S -1.52 -0.52 2.16
H 0.23 1.43 -0.32
H 0.94 -1.01 -1.26
```

Gap between HOMO and LUMO   7.200 eV
Multiplicity   1
Charge   0
SMILES   OC=C=S

Quick look at the Mulliken charges, all values in e: 0.0313 0.0289 -0.4499 -0.2244 0.3357 0.2784

Which of them is most stable, and which least? Most stable: ii; least stable: i.

i.
Molecular formula: C3H8BNO
Method: DFT, ωB97M-V/def2-TZVPD

The geometry in XYZ format:
```
14
C3H8BNO, DFT ωB97M-V/def2-TZVPD
B -1.40 0.52 -2.37
C 1.21 0.09 0.26
C 0.26 0.56 1.36
C 0.29 -0.80 -0.52
N -0.71 -0.52 1.54
O -0.66 -1.31 0.35
H -1.73 1.58 -2.03
H -1.64 -0.04 -3.36
H 1.63 0.91 -0.32
H 2.04 -0.50 0.68
H 0.76 0.78 2.30
H -0.29 1.45 1.02
H 0.66 -1.56 -1.18
H -0.41 -1.16 2.28
```

Gap between HOMO and LUMO (spin up / spin down)   7.005 / 7.006 eV
Multiplicity   1
Charge   0

Here are the Mulliken charges for atoms 1 to 6, given in e: 0.1019 -0.2816 -0.5223 -0.4261 -0.3313 -0.2210

ii.
Molecular formula: C3H8BNO
Method: DFT, ωB97M-V/def2-TZVPD

The geometry in XYZ format:
```
14
C3H8BNO, DFT ωB97M-V/def2-TZVPD
B 0.10 -1.04 0.93
C -0.98 -1.38 -0.12
C -0.77 -0.07 -0.91
C 0.04 0.86 0.02
N 0.75 0.10 1.08
O 3.43 -0.19 -0.86
H -0.98 -2.29 -0.75
H -2.06 -1.60 0.14
H -0.32 -0.31 -1.91
H -1.70 0.41 -1.28
H 0.69 1.57 -0.60
H -0.78 1.51 0.59
H 3.19 0.12 -1.76
H 3.04 0.23 -0.04
```

Gap between HOMO and LUMO   8.832 eV
Multiplicity   1
Charge   0

Here are the Mulliken charges for atoms 1 to 6, given in e: 0.1586 -0.6830 -0.4259 -0.2592 -0.4384 -0.6609

Which of them is most stable, and which least? Most stable: ii; least stable: i.

i.
Molecular formula: C4H5N
Method: DFT, ωB97M-V/def2-TZVPD

The geometry in XYZ format:
```
10
C4H5N, DFT ωB97M-V/def2-TZVPD
C 1.62 -0.24 -0.17
C 1.50 0.99 0.13
C 0.06 -0.09 0.42
C -1.12 0.55 -0.27
N -0.83 -0.84 -0.50
H 2.08 -1.19 -0.45
H -0.08 -0.37 1.46
H -0.90 1.28 -1.04
H -2.02 0.75 0.31
H -0.37 -0.95 -1.40
```

Gap between HOMO and LUMO   10.898 eV
Multiplicity   1
Charge   0

Here are the Mulliken charges for atoms 1 to 6, given in e: 0.0569 -0.8113 0.0403 -0.3516 -0.5602 0.4330

ii.
Molecular formula: C4H5N
Method: DFT, ωB97M-V/def2-TZVPD

The geometry in XYZ format:
```
10
C4H5N, DFT ωB97M-V/def2-TZVPD
C 0.59 1.20 0.33
C 0.91 -0.02 0.83
C -0.47 0.70 -0.51
C -0.18 -0.66 0.11
N -1.01 1.25 -1.64
H 1.11 2.14 0.26
H 1.67 -0.41 1.56
H 0.10 -1.30 -0.64
H -0.95 -1.09 0.86
H -1.73 0.60 -2.15
```

Gap between HOMO and LUMO   9.895 eV
Multiplicity   1
Charge   0

Here are the Mulliken charges for atoms 1 to 6, given in e: -0.4774 -0.2880 0.3406 -0.2995 -0.6768 0.3965

Which of them is most stable, and which least? Most stable: ii; least stable: i.

i.
Molecular formula: C4H5N
Method: DFT, ωB97M-V/def2-TZVPD

The geometry in XYZ format:
```
10
C4H5N, DFT ωB97M-V/def2-TZVPD
C 0.30 -2.17 -0.32
C -0.06 -1.04 -0.06
C -0.51 0.23 0.43
C -0.31 1.34 -0.59
H 0.56 -3.20 -0.42
H -1.32 0.43 1.02
H -0.85 2.30 -0.66
H 0.07 0.84 -1.63
H 0.42 1.84 1.19
N 0.65 1.09 0.53
```

Gap between HOMO and LUMO   10.480 eV
Multiplicity   1
Charge   0
SMILES   C#C[C@@H]1CN1

Here are the Mulliken charges for atoms 1 to 6, given in e: 0.3716 -0.9185 -0.1011 -0.4659 0.4326 0.4730

ii.
Molecular formula: C4H5N
Method: DFT, ωB97M-V/def2-TZVPD

The geometry in XYZ format:
```
10
C4H5N, DFT ωB97M-V/def2-TZVPD
C -1.65 -0.05 0.16
C -0.27 -0.09 0.62
C 0.61 0.78 -0.20
C 0.77 -0.70 -0.26
H -0.17 -0.12 1.65
H 1.36 1.40 0.32
H 0.13 1.25 -1.01
H 0.33 -1.16 -1.16
H 1.62 -1.29 0.10
N -2.73 -0.02 -0.24
```

Gap between HOMO and LUMO   11.904 eV
Multiplicity   1
Charge   0
SMILES   N#CC1CC1

Here are the Mulliken charges for atoms 1 to 6, given in e: 0.1129 -0.0408 -0.5991 -0.5017 0.4293 0.2318

Which of them is most stable, and which least? Most stable: ii; least stable: i.